(1)
The following is a DFT calculation (ωB97M-V/def2-TZVPD) of CH2AgLiO3 as an isolated structure.

The relative energy (zero: lowest compared OMol25 entry of this formula, charge and spin) comes out at 170.2 kJ/mol. The total energy is -11412.963 eV. The multiplicity is 1. As for the charge: 0. The LUMO energy (spin up / spin down) comes out at -2.7304 / -2.9672 eV.

The geometry in XYZ format:
```
8
Properties=species:S:1:pos:R:3:forces:R:3
O 1.4778 1.2212 -0.2572 1.098 1.846 0.456
C 0.3847 0.6352 0.2877 -1.459 -1.965 -3.430
O -0.7323 1.0039 -0.1094 0.145 0.491 1.135
O 0.6152 -0.5344 0.7084 0.041 -1.486 0.950
Li -1.6810 -0.7401 -0.1211 -0.637 0.345 0.463
H 1.9280 1.7419 0.4181 0.281 0.052 -0.145
Ag 1.6720 -1.8981 -0.9307 -0.423 0.627 0.740
H -3.6643 -1.4294 0.0043 0.955 0.090 -0.168
```
Positions in Å, forces in eV/Å.


(2)
The following is a DFT calculation (ωB97M-V/def2-TZVPD) of a 4-piece molecular cluster, C3H14O3S2 overall.

The relative energy (zero: lowest compared OMol25 entry of this formula, charge and spin) comes out at 125.6 kJ/mol. The total energy is -31150.165 eV. The multiplicity is 1. As for the charge: 0. The LUMO energy comes out at 0.3278 eV.

The geometry in XYZ format:
```
22
Properties=species:S:1:pos:R:3:forces:R:3
C 1.0551 -1.6207 2.1546 -0.808 -1.437 -2.978
C 0.8652 -1.1640 0.6553 -0.775 2.210 0.647
C 0.4995 -2.2380 -0.3951 -1.566 -1.914 1.786
S 0.1673 -1.7079 -2.0991 1.949 0.118 -0.629
S -1.6998 -1.1483 -2.6527 -0.449 -0.569 0.593
H 1.7596 -2.4079 2.0355 0.753 -0.969 0.688
H 1.4523 -0.8842 2.7653 0.797 1.616 0.946
H 0.1585 -2.0096 2.6233 -0.271 -0.054 -0.185
H 1.8147 -0.6997 0.2953 -0.470 -0.311 0.434
H 0.1203 -0.2733 0.7186 0.918 -1.791 -0.731
H -0.4164 -2.8235 -0.0611 0.866 0.762 -0.219
H 1.2859 -3.0806 -0.4346 -0.854 1.510 -0.320
H -1.7615 0.0150 -2.0209 -0.063 0.536 0.249
O -0.9273 3.6245 -0.3368 1.465 -1.121 0.902
H -1.0487 3.9104 -1.2259 -0.176 0.446 -1.033
H -0.1958 2.9318 -0.4165 -1.061 1.169 -0.183
O -2.3534 1.3876 0.2830 -2.671 0.152 -2.265
H -1.6173 1.9353 0.4709 0.963 0.958 0.286
H -2.8348 1.9504 -0.4327 1.285 -1.499 2.076
O 0.8784 1.5616 -0.6240 -1.337 -0.620 -4.322
H 1.4363 1.6226 0.0867 2.463 0.016 2.606
H 1.3622 1.1184 -1.3892 -0.957 0.792 1.651
```
Positions in Å, forces in eV/Å.


(3)
The following is a DFT calculation (ωB97M-V/def2-TZVPD) of a 2-piece molecular cluster, C10H10N2O2 overall.

The relative energy (zero: lowest compared OMol25 entry of this formula, charge and spin) comes out at 660.9 kJ/mol. The total energy is -17601.692 eV. The multiplicity is 1. As for the charge: 0. The LUMO energy comes out at 0.2663 eV.

The geometry in XYZ format:
```
24
Properties=species:S:1:pos:R:3:forces:R:3
O 2.4186 2.0484 0.8564 -0.364 0.195 -0.010
C 2.0293 0.9895 0.4223 0.717 -0.715 0.221
C 2.7075 0.2604 -0.6720 -1.115 -0.442 -0.474
C 2.3113 -0.9718 -1.0742 -0.456 1.168 2.356
N 1.3200 -1.6512 -0.3562 0.657 -0.494 -0.806
C 0.5353 -0.9992 0.5662 2.837 -1.148 4.299
O -0.3940 -1.6043 1.0965 4.403 0.118 4.599
N 0.9301 0.3159 0.9388 0.551 -1.301 2.262
H 3.3985 0.8461 -1.2392 0.465 0.011 -0.142
H 2.7686 -1.4885 -1.8583 0.517 -0.734 -1.074
H 1.1581 -2.6776 -0.5249 0.033 1.893 0.401
H 0.3603 0.7757 1.6782 0.678 -0.625 -0.864
C -0.7375 0.2931 -0.6851 0.531 -0.441 -2.610
C -1.4305 1.4651 -0.7941 6.218 2.010 -3.151
C -2.6188 1.5151 -0.3652 -9.760 0.472 3.354
C -3.2885 0.3254 0.1251 -1.813 0.148 0.251
C -2.6610 -0.9306 0.2136 0.236 7.331 -2.897
C -1.4236 -0.8596 -0.3517 1.152 -2.798 -2.842
H 0.3899 0.3232 -0.8118 -3.102 0.053 -2.177
H -0.9582 2.2971 -1.3931 -0.388 -0.602 1.234
H -3.3369 2.4320 -0.2779 1.786 -1.485 -0.743
H -4.4276 0.4200 0.2674 1.951 -0.101 0.325
H -3.0333 -1.7886 0.4834 -2.364 -4.332 1.500
H -0.8077 -1.8700 -0.3350 -3.369 1.821 -3.012
```
Positions in Å, forces in eV/Å.


(4)
The following is a DFT calculation (ωB97M-V/def2-TZVPD) of a 2-piece molecular cluster, C4H11N2O overall.

The relative energy (zero: lowest compared OMol25 entry of this formula, charge and spin) comes out at 268.7 kJ/mol. The total energy is -9346.072 eV. The multiplicity is 1. As for the charge: +1. The LUMO energy comes out at -3.8569 eV.

The geometry in XYZ format:
```
18
Properties=species:S:1:pos:R:3:forces:R:3
C 0.3313 0.1204 -1.9001 -0.388 0.213 -1.518
C 0.7296 0.7766 -0.6515 -0.717 -1.429 1.597
C -0.9635 -0.5188 -1.2216 0.713 2.339 -0.632
C -0.3701 0.0813 0.0815 0.734 -1.097 0.749
N -0.6087 0.0237 1.3420 -1.503 0.375 0.808
N -1.1814 -1.8771 -1.2471 -2.540 -1.495 -0.805
O 1.1464 0.9607 3.1560 -0.075 0.278 -0.567
H 0.2742 0.8280 -2.7078 -0.916 0.215 -0.526
H 1.1263 -0.4942 -2.2451 0.246 -1.492 -0.059
H 1.7435 0.7477 -0.3825 1.246 -0.043 0.833
H 0.3357 1.7153 -0.5161 -0.398 3.097 -0.224
H -1.8247 0.0727 -1.4857 -0.530 0.144 -0.231
H 0.1164 0.4634 2.0363 -1.214 -0.468 -0.934
H -1.6041 -0.2331 1.6843 2.400 0.092 -0.692
H -0.2940 -2.2803 -1.1749 1.027 -1.707 -0.222
H -1.8399 -2.3254 -1.9731 1.746 1.332 1.624
H 1.8373 1.6140 3.3429 -0.266 -0.416 0.201
H 1.0455 0.3251 3.8624 0.434 0.062 0.597
```
Positions in Å, forces in eV/Å.